ORCA calculation (wB97M-V/def2-TZVPD) on a structure of composition C42H49AlBBrClN3O6P in a non-equilibrium geometry.

Last column: Löwdin charge in e.
Cartesian coordinates (Å):
N (-0.731, -0.980, -1.721)  0.1762
B (-1.266, -1.732, -0.548)  -0.4580
O (-2.646, -1.506, -0.174)  0.0448
C (-0.295, -2.788, 0.236)  -0.3431
C (-1.226, -4.047, 0.618)  -0.1570
O (-1.676, -4.637, -0.663)  -0.1352
N (-2.323, -5.811, -0.283)  -0.0419
O (-1.626, -6.747, -0.451)  0.0698
O (0.430, -3.342, -0.874)  -0.2007
Al (2.223, -3.387, -0.499)  -0.4414
Cl (3.324, -5.325, -0.649)  0.1190
Br (3.132, -1.969, -2.200)  0.2741
O (1.931, -2.678, 1.184)  -0.1885
C (0.622, -2.225, 1.424)  -0.5375
C (0.703, -0.656, 1.659)  -0.1552
C (1.720, 0.127, 0.743)  -0.1887
C (3.183, 0.215, 1.366)  -0.1470
C (4.142, 0.677, 0.197)  -0.2202
C (5.290, -0.100, -0.214)  -0.0787
C (6.084, 0.397, -1.331)  -0.1016
C (5.753, 1.629, -2.016)  -0.1100
C (4.610, 2.401, -1.549)  -0.0966
C (3.779, 1.956, -0.443)  -0.0404
P (-0.256, -2.832, 3.011)  0.9289
N (0.702, -2.453, 4.421)  -0.1910
O (-1.687, -1.891, 3.161)  -0.3179
H (-1.511, -0.758, -2.373)  0.0520
H (-0.334, -0.079, -1.441)  0.0735
H (-3.142, -2.211, -0.642)  0.1076
H (-2.156, -3.754, 1.167)  0.1061
H (-0.643, -4.860, 1.126)  0.1129
H (-0.294, -0.135, 1.623)  0.1101
H (1.072, -0.517, 2.719)  0.0991
H (1.839, -0.279, -0.291)  0.0621
H (1.355, 1.195, 0.705)  0.1029
H (3.561, -0.774, 1.722)  0.1058
H (3.234, 0.938, 2.226)  0.1146
H (5.518, -1.058, 0.296)  0.1084
H (6.943, -0.230, -1.656)  0.0946
H (6.384, 1.938, -2.883)  0.0940
H (4.360, 3.356, -2.060)  0.0906
H (2.908, 2.559, -0.113)  0.0964
H (0.476, -1.469, 4.652)  0.0216
H (0.282, -2.972, 5.201)  0.0161
H (-2.009, -1.618, 2.280)  0.0195
C (-6.796, 1.639, -0.749)  -0.1000
C (-5.636, 0.885, -0.621)  -0.0868
C (-5.307, 0.312, 0.601)  -0.0821
C (-6.145, 0.485, 1.696)  -0.0910
C (-7.309, 1.235, 1.568)  -0.1054
C (-7.632, 1.816, 0.348)  -0.1077
H (-7.049, 2.089, -1.702)  0.0979
H (-4.984, 0.744, -1.476)  0.0921
H (-4.397, -0.267, 0.698)  0.0770
H (-5.892, 0.035, 2.649)  0.1009
H (-7.964, 1.368, 2.422)  0.0958
H (-8.537, 2.406, 0.250)  0.0949
C (6.798, 5.037, 0.178)  -0.0903
C (6.546, 6.386, -0.042)  -0.0977
C (7.226, 7.067, -1.044)  -0.1045
C (8.152, 6.396, -1.834)  -0.1050
C (8.401, 5.045, -1.616)  -0.0970
C (7.727, 4.367, -0.608)  -0.0959
H (6.269, 4.507, 0.962)  0.1045
H (5.818, 6.907, 0.570)  0.0854
H (7.034, 8.120, -1.211)  0.0953
H (8.679, 6.925, -2.619)  0.0959
H (9.121, 4.521, -2.233)  0.0988
H (7.924, 3.316, -0.435)  0.1003
C (1.579, 7.070, 2.403)  -0.0932
C (1.161, 8.040, 3.305)  -0.0990
C (1.728, 9.308, 3.276)  -0.1025
C (2.707, 9.609, 2.337)  -0.1014
C (3.123, 8.640, 1.432)  -0.1019
C (2.562, 7.369, 1.467)  -0.0953
H (1.139, 6.080, 2.428)  0.1022
H (0.393, 7.807, 4.034)  0.0995
H (1.407, 10.062, 3.985)  0.0975
H (3.146, 10.600, 2.311)  0.0978
H (3.885, 8.876, 0.698)  0.0947
H (2.890, 6.612, 0.764)  0.0996
C (-4.024, -0.483, -6.858)  -0.1010
C (-4.717, -1.563, -6.325)  -0.1000
C (-4.668, -1.815, -4.960)  -0.0905
C (-3.933, -0.982, -4.125)  -0.0947
C (-3.244, 0.100, -4.658)  -0.0940
C (-3.286, 0.347, -6.024)  -0.0951
H (-4.060, -0.288, -7.923)  0.0977
H (-5.295, -2.209, -6.975)  0.0981
H (-5.203, -2.662, -4.546)  0.1015
H (-3.898, -1.175, -3.059)  0.0861
H (-2.672, 0.751, -4.006)  0.0999
H (-2.743, 1.188, -6.440)  0.0999
C (-3.294, -8.711, 1.592)  -0.0850
C (-3.011, -9.690, 2.536)  -0.0912
C (-4.030, -10.492, 3.035)  -0.1068
C (-5.333, -10.321, 2.582)  -0.1104
C (-5.615, -9.344, 1.634)  -0.1045
C (-4.597, -8.537, 1.143)  -0.0894
H (-2.501, -8.085, 1.206)  0.0713
H (-1.994, -9.828, 2.885)  0.1010
H (-3.810, -11.251, 3.777)  0.0952
H (-6.128, -10.949, 2.967)  0.0941
H (-6.631, -9.212, 1.280)  0.0958
H (-4.818, -7.771, 0.408)  0.0982

Summary:
Total charge: -1
Lowest unoccupied orbital energy in eV: 2.1
Strongest force on any atom in eV/Å: 3.40
HOMO-LUMO gap in eV: 7.33



ORCA calculation (wB97M-V/def2-TZVPD) on a structure of composition C26H40F6N3O5PPdSSb in a non-equilibrium geometry.

Last column: Löwdin charge in e.
Cartesian coordinates (Å):
Pd (0.766, 0.164, 0.673)  0.9941
O (-1.146, -0.806, -3.241)  0.2027
C (-1.045, -0.826, -1.929)  -0.4786
O (-0.373, -0.075, -1.273)  0.0444
C (-1.949, -1.946, -1.445)  0.0337
O (-1.655, -2.260, -0.040)  -0.0004
C (-2.480, -2.809, 0.698)  0.2124
C (-2.805, 0.013, 1.863)  -0.3915
O (-3.843, -0.438, 1.615)  0.2308
O (-1.714, 0.337, 2.082)  0.1677
H (-0.585, -0.107, -3.618)  0.1728
H (-1.709, -2.837, -2.022)  0.1635
H (-3.003, -1.685, -1.538)  0.1685
H (-2.142, -3.015, 1.712)  0.1619
H (-3.478, -3.078, 0.349)  0.1620
C (3.143, 3.529, 2.556)  -0.0783
C (2.816, 4.004, 1.132)  -0.5783
C (3.166, 5.495, 1.042)  -0.0539
C (3.686, 3.212, 0.138)  -0.0708
P (1.007, 3.642, 0.774)  1.0219
N (0.827, 2.052, 0.417)  -0.1925
C (0.422, 4.520, -0.787)  -0.6009
C (0.147, 6.013, -0.566)  -0.0598
C (1.504, 4.356, -1.863)  -0.0786
C (-0.844, 3.844, -1.337)  -0.0862
C (-0.100, 4.025, 2.252)  -0.5830
C (-1.567, 3.965, 1.801)  -0.0773
C (0.093, 2.964, 3.345)  -0.0800
C (0.182, 5.417, 2.829)  -0.0531
H (4.227, 3.573, 2.682)  0.0879
H (2.827, 2.506, 2.748)  0.0547
H (2.715, 4.178, 3.315)  0.0670
H (4.213, 5.608, 1.334)  0.1072
H (2.577, 6.109, 1.721)  0.0772
H (3.070, 5.893, 0.035)  0.0707
H (4.675, 3.078, 0.580)  0.0989
H (3.822, 3.735, -0.804)  0.0741
H (3.278, 2.226, -0.081)  0.0494
H (0.995, 6.545, -0.139)  0.0728
H (-0.726, 6.188, 0.059)  0.0714
H (-0.060, 6.465, -1.538)  0.1047
H (2.399, 4.938, -1.659)  0.0667
H (1.094, 4.725, -2.804)  0.0993
H (1.779, 3.310, -2.010)  0.0858
H (-1.735, 4.058, -0.755)  0.0639
H (-0.716, 2.765, -1.413)  0.0521
H (-1.014, 4.240, -2.340)  0.0972
H (-1.801, 3.028, 1.295)  0.0677
H (-1.840, 4.794, 1.155)  0.0701
H (-2.192, 4.036, 2.694)  0.0999
H (0.128, 1.961, 2.927)  0.0214
H (-0.767, 3.014, 4.017)  0.1015
H (0.984, 3.131, 3.944)  0.0736
H (0.077, 6.213, 2.096)  0.0751
H (1.166, 5.488, 3.286)  0.0699
H (-0.553, 5.601, 3.616)  0.1080
F (2.394, -1.503, -0.417)  -0.3731
Sb (1.705, -3.169, 0.218)  1.4346
F (2.865, -4.193, -0.796)  -0.2981
F (0.482, -2.987, -1.234)  -0.3162
F (0.582, -4.497, 0.901)  -0.3225
F (0.584, -1.927, 1.324)  -0.4169
F (2.881, -3.126, 1.669)  -0.3158
S (5.468, 0.139, 5.190)  1.0278
C (4.178, 0.038, 3.962)  -0.4743
C (4.491, 0.092, 2.611)  -0.0250
C (3.474, 0.161, 1.682)  -0.1198
N (2.189, 0.168, 2.058)  -0.0886
C (1.870, 0.012, 3.350)  -0.1111
C (2.838, -0.052, 4.328)  -0.0308
C (5.498, 1.933, 5.225)  -0.5111
C (4.507, 2.655, 5.873)  -0.0800
C (4.554, 4.040, 5.805)  -0.1434
N (5.503, 4.714, 5.159)  0.0766
C (6.472, 4.009, 4.583)  -0.1323
C (6.516, 2.619, 4.581)  -0.0746
H (5.520, 0.103, 2.280)  0.1312
H (3.679, 0.218, 0.626)  0.1103
H (0.818, -0.041, 3.593)  0.1167
H (2.550, -0.164, 5.363)  0.1257
H (3.726, 2.159, 6.435)  0.1089
H (3.796, 4.636, 6.301)  0.1136
H (7.253, 4.578, 4.089)  0.1157
H (7.323, 2.091, 4.092)  0.1109

Summary:
Total charge: +2
<S²>: 0.7625
Energy relative to the best compared isomer or geometry (same formula, charge and spin) in kcal/mol: 0.0
Lowest unoccupied orbital energy in eV: -8.1
2S+1: 2
Strongest force on any atom in eV/Å: 1.10
HOMO-LUMO gap in eV: 5.89



ORCA calculation (wB97M-V/def2-TZVPD) on a structure of composition C6H15ClIN2O5Si2 in a non-equilibrium geometry.

Last column: Löwdin charge in e.
Cartesian coordinates (Å):
N (-1.632, 2.167, -1.212)  -0.0097
C (-1.880, 1.214, -2.324)  -0.2249
C (-0.683, 0.221, -2.609)  -0.3819
O (0.029, 0.771, -3.756)  -0.0795
C (0.334, 0.065, -1.410)  -0.2507
Si (-0.333, -0.912, 0.082)  0.5615
C (-1.232, -2.547, -0.447)  -0.2471
O (-2.416, -2.301, -1.265)  -0.1816
N (-3.470, -2.070, -0.400)  -0.0473
O (-4.200, -1.292, -0.920)  0.0339
O (0.841, -1.390, 1.239)  -0.3986
Si (2.316, -0.497, 1.186)  0.5782
C (2.900, -0.220, 3.000)  -0.2806
C (2.030, 0.849, 3.747)  -0.8564
O (2.192, 2.084, 3.637)  -0.6077
Cl (0.724, 0.303, 4.907)  0.5062
H (-2.365, 2.881, -1.314)  0.0704
H (-1.834, 1.736, -0.301)  0.0394
H (-2.042, 1.841, -3.251)  0.1226
H (-2.838, 0.634, -2.176)  0.0974
H (-1.134, -0.747, -2.964)  0.1288
H (0.981, 0.713, -3.595)  0.0724
H (0.685, 1.089, -1.089)  0.0762
H (1.246, -0.465, -1.830)  0.0931
H (-1.354, -0.119, 0.795)  0.0194
H (-0.508, -3.274, -0.915)  0.0975
H (-1.594, -3.002, 0.527)  0.0930
H (2.224, 0.809, 0.540)  -0.0032
H (3.332, -1.379, 0.567)  -0.0295
H (2.940, -1.189, 3.583)  0.0749
H (3.952, 0.206, 2.930)  0.0921
I (2.789, 3.819, 5.036)  -0.1585

Summary:
Total charge: -1
Lowest unoccupied orbital energy in eV: 1.5
Strongest force on any atom in eV/Å: 7.11
HOMO-LUMO gap in eV: 3.84